## a
Molecular formula: C2H2O3S
Method: DFT, the ωB97M-V functional and the def2-TZVPD basis

Calculated values
Structure (SMILES) = O=S(=O)=C1CO1
Spin multiplicity = 1
Kohn-Sham gap = 8.195 eV
Net charge = 0
M = 106.10 g/mol

Element x y z (Å)
O 1.942 -1.637 0.469
C -0.095 0.139 0.720
H -2.423 -0.091 0.223
S 1.462 -0.503 -0.249
H -1.150 0.093 -1.167
O 2.352 0.628 -0.257
C -1.400 0.115 -0.089
O -0.688 1.257 0.349

## b
Molecular formula: C2H2O3S
Method: DFT, the ωB97M-V functional and the def2-TZVPD basis

Calculated values
Structure (SMILES) = O=CC=S(=O)=O
Spin multiplicity = 1
Kohn-Sham gap = 9.742 eV
Net charge = 0
M = 106.10 g/mol

Element x y z (Å)
C 0.917 -0.117 -0.020
S 2.507 -0.114 -0.006
C 0.156 1.092 0.073
O 3.117 -1.404 -0.014
O 3.094 1.156 0.029
O 0.539 2.232 -0.035
H 0.550 -1.069 0.235
H -0.860 0.818 0.037

Last place for stability: a

## a
Molecular formula: C5H8NO
Method: DFT, the ωB97M-V functional and the def2-TZVPD basis

Calculated values
Spin multiplicity = 3
Kohn-Sham gap (spin up / spin down) = 5.249 / 8.116 eV
Net charge = +1
M = 98.12 g/mol
<S²> = 2.029

Element x y z (Å)
H 1.918 1.502 1.223
H 1.787 -0.171 -1.277
N 3.475 -0.260 -0.399
C 2.280 0.586 -0.643
H -1.823 -1.258 1.158
C -1.806 -0.972 0.028
H -2.535 -0.242 -0.193
H -2.024 -1.643 -0.697
H 2.813 1.420 -1.316
O 3.817 -0.698 0.611
C -0.531 -0.341 -0.156
C 0.170 0.343 0.774
C 1.457 0.910 0.424
H -0.111 0.446 1.777
H -0.067 -0.623 -1.054

## b
Molecular formula: C5H8NO
Method: DFT, the ωB97M-V functional and the def2-TZVPD basis

Calculated values
Spin multiplicity = 3
Kohn-Sham gap (spin up / spin down) = 8.347 / 7.759 eV
Net charge = +1
M = 98.12 g/mol
<S²> = 2.027

Element x y z (Å)
C -0.360 -1.039 -1.350
N 0.688 -0.797 -0.310
H 1.474 -0.604 -0.926
H 0.800 -1.690 0.183
C 0.111 1.544 0.012
H -1.199 -1.497 -0.756
H -0.363 0.729 2.393
C -0.093 -0.130 1.791
H -0.131 -1.788 -2.138
C -0.119 2.657 -0.520
C 0.314 0.379 0.568
H -0.547 -0.113 -1.857
H -1.040 -0.799 1.666
H 0.808 -0.655 2.127
O -0.344 3.803 -0.883

Last place for stability: a

## a
Molecular formula: C3H13N2O
Method: DFT, the ωB97M-V functional and the def2-TZVPD basis

Calculated values
Spin multiplicity = 1
Kohn-Sham gap = 11.720 eV
Net charge = +1
M = 93.15 g/mol

Element x y z (Å)
C -0.844 0.062 -1.408
H 0.271 -1.411 -2.549
C -0.725 0.606 0.039
H 1.631 -2.208 -1.065
H -0.399 0.820 -2.074
H 0.923 1.207 1.315
H 0.575 1.029 3.525
H -1.908 -0.095 -1.729
H -0.834 1.750 3.384
H 1.279 -0.190 -0.073
O 0.014 1.514 3.005
N 0.966 -1.503 -0.571
H 0.563 -1.956 0.261
C -0.222 -1.331 -1.556
H -0.872 -2.135 -1.399
H -1.150 1.596 0.223
N 0.745 0.771 0.335
H 1.175 1.604 -0.375
H -1.189 -0.131 0.712

## b
Molecular formula: C3H13N2O
Method: DFT, the ωB97M-V functional and the def2-TZVPD basis

Calculated values
Spin multiplicity = 1
Kohn-Sham gap = 11.564 eV
Net charge = +1
M = 93.15 g/mol

Element x y z (Å)
C 1.481 1.073 -0.241
H -0.862 -0.157 -1.262
H 0.280 -0.070 1.233
H 1.581 1.690 1.757
H 2.265 1.645 -0.714
N -0.647 -0.482 0.700
N 1.595 0.843 1.196
H -0.251 -1.305 0.256
C -1.009 0.513 -0.402
H -0.224 2.428 0.277
H -2.182 -3.116 -0.996
H -1.134 -4.080 -0.863
H 1.453 0.127 -0.763
C 0.028 1.640 -0.441
H -0.001 2.028 -1.492
H -2.084 0.754 -0.488
O -1.331 -3.172 -0.533
H 2.444 0.235 1.387
H -1.402 -0.594 1.389

Last place for stability: a